ORCA calculation (ωB97M-V/def2-TZVPD) on 2 unconnected molecules or ions with the total composition C5H9NO.

ΔE to the lowest compared entry with this formula, charge and spin = 56.2 kcal/mol
SMILES = [H]/N=C1/CC=CCO1.[H][H]
total charge = 0
E = -8866.7774 eV

Bonds (Å) are listed after each position.
Geometry (Å):
1 O 1.48614 0.00864 -0.74595  C4 1.426, C5 1.362
2 N 0.26615 0.40262 -2.64063  C5 1.265, H16 1.021
3 C 0.38189 0.08694 1.44755  C4 1.498, C7 1.327, H15 1.088
4 C 1.45394 -0.50351 0.58424  O1 1.426, C3 1.498, H8 1.101, H13 1.095
5 C 0.34094 0.38934 -1.37763  O1 1.362, N2 1.265, C6 1.515
6 C -0.82189 0.89758 -0.55098  C5 1.515, C7 1.497, H9 1.099, H12 1.097
7 C -0.64192 0.75187 0.92847  C3 1.327, C6 1.497, H10 1.088
8 H 1.36017 -1.59890 0.53323  C4 1.101
9 H -1.72426 0.36786 -0.88578  C6 1.099
10 H -1.40064 1.19333 1.57112  C7 1.088
11 H -1.59083 -1.89953 0.91705  H14 0.747
12 H -0.98008 1.94994 -0.81551  C6 1.097
13 H 2.44085 -0.28374 1.00455  C4 1.095
14 H -2.23993 -1.92261 0.54809  H11 0.747
15 H 0.48900 -0.04548 2.52209  C3 1.088
16 H 1.13407 0.04144 -3.03916  N2 1.021